Entry 1:
C7H4BrN in the gas phase in a non-equilibrium geometry, computed with ωB97M-V with the def2-TZVPD basis set.

Positions of all 13 atoms, in Å:
1 C -0.220 0.743 -0.059
2 C -0.631 -0.563 0.006
3 C 1.151 1.108 -0.102
4 C 0.277 -1.658 0.036
5 C 2.001 0.057 -0.083
6 C 1.574 -1.297 -0.020
7 C 3.323 -0.594 -0.058
8 N 2.979 -1.819 -0.007
9 Br 5.373 0.244 -0.001
10 H -0.957 1.532 -0.077
11 H -1.687 -0.780 0.044
12 H 1.453 2.141 -0.140
13 H -0.069 -2.676 0.103

Atomic forces in eV per Å
-0.25 0.00 0.00
-0.04 0.18 0.00
0.33 -0.22 0.01
0.22 -0.20 0.00
-1.22 -0.07 0.01
0.07 1.21 -0.07
3.32 0.30 0.20
0.81 0.11 0.00
-3.12 -1.34 -0.13
-0.10 0.01 0.00
-0.11 0.02 -0.01
0.09 0.13 -0.01
-0.02 -0.14 -0.01

## Properties
spin multiplicity = 1
maximum force = 3.40 eV/A
DFT total energy = -78853.009 eV
HOMO-LUMO gap = 8.50 eV

***

Entry 2:
C7H4BrNOS in the gas phase in a non-equilibrium geometry, computed with ωB97M-V with the def2-TZVPD basis set.

Positions of all 15 atoms, in Å:
1 C 0.257 0.502 -0.486
2 C -0.426 -0.712 -0.395
3 C 0.642 1.182 0.690
4 C -0.745 -1.179 0.796
5 C 0.132 0.818 1.958
6 C -0.559 -0.443 1.990
7 C 0.239 1.778 3.053
8 N -0.952 1.922 3.619
9 O 1.323 2.307 3.253
10 S -0.874 -1.168 3.466
11 Br -1.006 3.011 5.096
12 H 0.468 0.806 -1.479
13 H -0.659 -1.131 -1.278
14 H 1.155 2.191 0.714
15 H -1.198 -2.120 0.792

Atomic forces in eV per Å
0.48 -0.04 1.57
1.72 3.42 0.46
-0.42 1.82 0.39
-0.65 -0.17 1.79
-0.46 -1.87 -3.43
0.93 0.43 0.24
2.95 -0.75 -0.68
-2.38 0.99 1.93
-0.53 0.59 0.59
-0.37 -0.14 0.76
0.22 -0.36 -0.54
0.55 0.82 -0.50
-0.88 -1.97 -2.73
-0.41 -1.42 -0.59
-0.74 -1.34 0.74

## Properties
spin multiplicity = 1
maximum force = 3.93 eV/A
DFT total energy = -91735.103 eV
HOMO-LUMO gap (spin up / spin down) = 5.76 / 6.70 eV

***

Entry 3:
C7H4F3N3O2 in the gas phase in a non-equilibrium geometry, computed with ωB97M-V with the def2-TZVPD basis set.

Positions of all 19 atoms, in Å:
1 C 1.797 -2.473 -0.064
2 C -0.128 -1.402 -1.156
3 C 0.865 -1.439 -0.246
4 C -1.290 -0.622 -1.220
5 C -1.642 0.657 -0.958
6 C 0.293 0.589 0.753
7 C 0.875 2.657 1.904
8 N 2.702 -3.184 0.043
9 N 1.057 -0.460 0.722
10 N -2.220 -1.326 -2.064
11 O -2.217 1.650 -0.854
12 O 0.940 1.378 1.682
13 F -0.038 3.010 2.828
14 F 0.630 3.392 0.791
15 F 2.019 3.050 2.426
16 H -0.162 -2.176 -1.852
17 H 1.924 -0.284 1.318
18 H -3.077 -0.777 -2.263
19 H -2.327 -2.241 -1.792

Atomic forces in eV per Å
1.57 -1.02 -0.94
1.25 0.64 2.12
-0.04 -0.15 0.24
-1.12 0.60 -1.18
0.79 -1.00 0.99
-0.39 1.43 -0.29
-1.19 2.74 0.06
-0.71 0.13 0.17
0.70 1.50 1.13
-0.91 3.65 -1.58
0.01 0.21 -0.11
0.41 -1.85 0.42
-0.52 -0.40 -0.37
0.08 -0.52 0.45
1.07 0.14 -0.11
0.17 -1.32 -0.91
-0.98 -1.43 -1.17
0.74 -1.18 0.24
-0.94 -2.18 0.86

## Properties
spin multiplicity = 1
maximum force = 4.08 eV/A
DFT total energy = -24037.460 eV
HOMO-LUMO gap = 7.65 eV

***

Entry 4:
A molecular structure, C7H4MnO2S5, computed with ωB97M-V with the def2-TZVPD basis set.

Positions of all 19 atoms, in Å:
1 Mn -2.147 -1.126 -0.892
2 S -3.242 -1.590 -2.797
3 S -3.617 -3.642 -2.762
4 S -1.956 -4.361 -1.804
5 S -1.999 -3.336 -0.014
6 O -1.747 1.392 2.182
7 C -1.309 0.728 1.271
8 O -2.042 -0.169 0.645
9 C 0.112 0.885 0.809
10 C 1.002 1.405 1.748
11 C 2.336 1.604 1.449
12 C 2.791 1.293 0.173
13 C 1.918 0.789 -0.773
14 C 0.566 0.563 -0.476
15 S -0.392 -0.062 -1.829
16 H 0.607 1.648 2.726
17 H 3.014 1.995 2.198
18 H 3.833 1.440 -0.087
19 H 2.271 0.545 -1.768

Atomic forces in eV per Å
0.45 -0.61 0.13
-0.06 0.13 -0.60
0.02 -0.12 0.26
-0.02 0.10 -0.26
-0.24 0.16 0.25
-0.02 0.09 0.23
-0.15 -0.28 -0.47
0.04 0.34 0.70
0.00 -0.05 -0.01
0.05 0.01 -0.01
-0.04 -0.02 0.00
-0.02 -0.01 -0.04
-0.03 -0.01 0.02
0.00 0.00 -0.01
0.03 0.24 -0.19
-0.01 0.01 -0.01
0.00 0.00 -0.01
-0.02 0.00 -0.01
0.01 0.01 0.03

## Properties
spin multiplicity = 5
⟨S²⟩ = 6.122
maximum force = 0.77 eV/A
net charge = -1
energy relative to the best compared isomer or geometry (same formula, charge and spin) = 0.0 kJ/mol
DFT total energy = -96920.532 eV
HOMO-LUMO gap (spin up / spin down) = 5.98 / 7.38 eV